Model P:
Computed, not measured: a structure of composition C3H4LiMgO3, with wB97M-V/def2-TZVPD.

Results
**Frontier orbital gap**: 7.27 eV
**E_HOMO**: -11.673 eV

Structure (ORCA input):
```
! RIJCOSX wB97M-V def2-TZVPD def2/J DEFGRID3
* xyz 1 1
O 0.79 1.56 -0.46
C -0.22 0.88 -1.24
C -0.36 -0.58 -0.77
O -0.91 -2.51 2.76
C 0.02 -1.82 2.84
O 0.76 -1.02 2.38
Li 1.27 3.24 -0.68
Mg 1.21 0.01 0.61
H 0.08 0.93 -2.30
H -1.17 1.43 -1.13
H -0.05 -1.32 -1.52
H -1.41 -0.79 -0.49
*
```

Model Q:
Computed, not measured: a structure of composition C3H4LiMgO3, with wB97M-V/def2-TZVPD.

Results
**Frontier orbital gap**: 7.94 eV
**E_HOMO**: -13.784 eV

Structure (ORCA input):
```
! RIJCOSX wB97M-V def2-TZVPD def2/J DEFGRID3
* xyz 1 1
O -2.13 1.01 0.57
C -1.16 1.65 -0.04
C -0.13 2.18 0.83
H -1.41 1.53 -1.12
H -0.16 0.17 -1.48
H -0.45 2.22 1.89
H 0.30 3.13 0.48
Li -1.99 -0.70 1.19
O -0.20 -1.14 0.31
C 0.48 -0.90 -0.71
O 1.67 -0.61 -0.58
Mg 1.39 0.68 1.10
*
```

Model R:
Computed, not measured: a structure of composition C3H4LiMgO3, with wB97M-V/def2-TZVPD.

Results
**Frontier orbital gap**: 7.11 eV
**E_HOMO**: -11.721 eV

Structure (ORCA input):
```
! RIJCOSX wB97M-V def2-TZVPD def2/J DEFGRID3
* xyz 1 1
H 4.71 -0.33 0.55
C -1.72 -0.24 0.31
C -0.54 0.42 -0.35
O 0.33 -0.56 -0.83
C 1.55 -0.74 -0.21
O 1.65 -1.79 0.41
O -2.82 0.27 0.36
Mg 3.38 0.46 -0.24
H -1.55 -1.24 0.75
H -0.08 1.06 0.42
H -0.90 1.07 -1.16
Li -4.02 1.62 -0.02
*
```

From most stable to least stable, the computed energies give model P, model Q, model R.

Model P:
Computed, not measured: a structure of composition C35H55N7O5S2Si2Ti, with wB97M-V/def2-TZVPD.

Results
**<S²>**: 2.005
**Frontier orbital gap (spin up / spin down)**: 4.12 / 5.86 eV
**E_HOMO (spin up / spin down)**: 0.128 / -1.615 eV

Structure (ORCA input):
```
! RIJCOSX wB97M-V def2-TZVPD def2/J DEFGRID3
* xyz -2 3
Ti 0.14 0.11 -0.15
S 0.42 0.45 2.48
C -2.56 -0.34 2.21
N -2.96 -0.29 3.40
N -1.97 -0.26 4.41
C -2.12 -1.12 5.47
C -3.30 -1.83 5.72
C -3.40 -2.62 6.85
C -2.35 -2.75 7.75
C -1.17 -2.05 7.49
C -1.05 -1.25 6.38
N -2.39 -0.63 1.06
N -1.97 0.06 -0.11
C -3.04 0.35 -0.90
C -2.82 1.07 -2.10
C -3.87 1.40 -2.94
C -5.20 1.05 -2.64
C -5.43 0.37 -1.45
C -4.39 0.04 -0.58
H -1.03 -0.06 4.06
H -4.12 -1.75 5.02
H -4.32 -3.17 7.02
H -2.43 -3.38 8.63
H -0.32 -2.13 8.17
H -0.12 -0.72 6.17
H -1.81 1.35 -2.37
H -3.66 1.93 -3.86
H -6.01 1.30 -3.31
H -6.44 0.10 -1.17
H -4.60 -0.49 0.33
C -0.45 -5.16 -0.15
C -0.55 -3.80 0.54
C 0.61 -3.62 1.51
C -1.87 -3.73 1.30
O -0.49 -2.70 -0.39
Si -0.04 -2.65 -1.99
S 0.11 -0.71 -2.62
O 1.38 -3.53 -2.09
C 2.11 -3.99 -3.21
C 1.74 -3.28 -4.51
C 3.58 -3.74 -2.90
C 1.84 -5.48 -3.35
O -1.06 -3.62 -2.91
C -2.38 -3.41 -3.38
C -2.42 -2.33 -4.46
C -3.30 -3.04 -2.23
C -2.81 -4.74 -3.99
H -0.50 -5.95 0.60
H 0.49 -5.25 -0.70
H -1.27 -5.29 -0.87
H 0.55 -4.36 2.32
H 0.59 -2.62 1.94
H 1.56 -3.73 0.98
H -2.01 -4.66 1.87
H -2.70 -3.61 0.60
H -1.89 -2.89 1.99
H 1.87 -2.20 -4.41
H 0.70 -3.46 -4.77
H 2.38 -3.65 -5.32
H 3.76 -2.66 -2.84
H 4.22 -4.16 -3.68
H 3.84 -4.19 -1.94
H 0.77 -5.64 -3.49
H 2.15 -6.01 -2.44
H 2.38 -5.90 -4.20
H -2.09 -1.37 -4.05
H -3.44 -2.22 -4.84
H -1.75 -2.59 -5.29
H -2.93 -2.15 -1.71
H -3.36 -3.86 -1.51
H -4.31 -2.82 -2.60
H -2.13 -5.02 -4.80
H -3.83 -4.68 -4.37
H -2.76 -5.53 -3.23
O 1.77 -1.03 0.12
C 2.67 -0.35 -0.38
C 4.13 -0.76 -0.42
C 4.68 0.25 -1.43
C 3.57 1.29 -1.54
O 3.71 2.36 -2.11
N 2.42 0.84 -0.94
H 4.23 -1.80 -0.70
H 4.55 -0.63 0.58
H 4.81 -0.19 -2.42
H 5.62 0.73 -1.14
N -1.21 4.07 0.02
C -0.44 4.26 -1.11
C 0.22 3.08 -1.28
N -0.16 2.19 -0.29
C -1.01 2.82 0.47
H -1.90 4.70 0.38
H -0.42 5.18 -1.65
H 0.95 2.80 -2.03
H -1.50 2.42 1.35
C 0.77 3.03 4.42
Si 1.65 2.03 3.08
C 3.23 1.40 3.88
C 2.18 3.29 1.81
H 1.45 3.75 4.90
H 0.35 2.38 5.19
H -0.06 3.60 3.98
H 3.61 2.11 4.62
H 4.02 1.24 3.13
H 3.05 0.44 4.38
H 3.13 3.75 2.12
H 1.43 4.09 1.71
H 2.31 2.85 0.81
*
```

Model Q:
Computed, not measured: a structure of composition C35H55N7O5S2Si2Ti, with wB97M-V/def2-TZVPD.

Results
**<S²>**: 2.022
**Frontier orbital gap (spin up / spin down)**: 4.86 / 5.08 eV
**E_HOMO (spin up / spin down)**: -0.986 / -1.214 eV

Structure (ORCA input):
```
! RIJCOSX wB97M-V def2-TZVPD def2/J DEFGRID3
* xyz -2 3
Ti -0.42 0.83 -0.22
S 1.09 0.19 -2.07
C 1.55 1.86 -2.35
N 2.48 2.10 -3.25
N 2.64 3.48 -3.50
C 3.50 4.20 -2.71
C 3.38 5.60 -2.64
C 4.28 6.34 -1.91
C 5.32 5.72 -1.25
C 5.44 4.33 -1.30
C 4.55 3.58 -2.03
N 0.93 2.87 -1.76
N -0.06 2.68 -0.88
C -0.48 3.84 -0.31
C 0.45 4.86 0.01
C 0.05 6.00 0.66
C -1.29 6.20 0.99
C -2.22 5.24 0.62
C -1.84 4.08 -0.03
H 1.74 3.94 -3.62
H 2.55 6.08 -3.15
H 4.15 7.41 -1.84
H 6.02 6.30 -0.66
H 6.23 3.84 -0.75
H 4.61 2.51 -2.07
H 1.49 4.68 -0.23
H 0.78 6.76 0.92
H -1.62 7.11 1.48
H -3.28 5.39 0.84
H -2.57 3.34 -0.33
C 2.15 -3.81 1.04
C 1.89 -2.69 0.02
C 1.99 -3.22 -1.42
C 2.97 -1.62 0.18
O 0.62 -2.11 0.25
Si -0.82 -2.89 0.39
S -2.31 -1.49 0.43
O -0.82 -3.91 -0.91
C -1.67 -4.93 -1.33
C -1.66 -4.91 -2.87
C -1.13 -6.27 -0.81
C -3.11 -4.74 -0.84
O -0.85 -4.02 1.62
C -1.38 -4.02 2.92
C -0.98 -2.77 3.70
C -2.92 -4.09 2.87
C -0.84 -5.27 3.63
H 3.18 -4.15 0.97
H 1.46 -4.64 0.88
H 1.97 -3.41 2.04
H 2.98 -3.63 -1.60
H 1.80 -2.39 -2.10
H 1.24 -3.98 -1.60
H 3.93 -2.04 -0.12
H 3.04 -1.28 1.21
H 2.74 -0.77 -0.46
H -0.64 -4.99 -3.23
H -2.05 -3.95 -3.21
H -2.26 -5.72 -3.28
H -0.13 -6.44 -1.20
H -1.78 -7.10 -1.11
H -1.08 -6.22 0.27
H -3.44 -3.74 -1.06
H -3.14 -4.87 0.24
H -3.76 -5.47 -1.31
H -1.36 -1.89 3.19
H 0.10 -2.68 3.73
H -1.37 -2.82 4.71
H -3.28 -3.29 2.23
H -3.33 -3.99 3.87
H -3.24 -5.05 2.45
H 0.24 -5.20 3.74
H -1.07 -6.16 3.03
H -1.29 -5.38 4.61
O 2.92 2.40 0.34
C 2.47 1.66 1.18
C 3.20 1.36 2.52
C 2.24 0.44 3.25
C 1.05 0.33 2.27
O 0.02 -0.26 2.54
N 1.28 1.01 1.14
H 3.38 2.30 3.05
H 4.16 0.90 2.30
H 1.88 0.84 4.21
H 2.65 -0.55 3.44
N -2.11 2.89 3.02
C -3.23 2.22 2.60
C -2.84 1.44 1.56
N -1.51 1.61 1.31
C -1.08 2.50 2.21
H -2.06 3.56 3.76
H -4.18 2.36 3.07
H -3.42 0.74 0.98
H -0.08 2.87 2.31
C -4.03 1.04 -1.96
Si -2.09 0.87 -2.22
C -1.81 2.33 -3.50
C -2.10 -0.60 -3.50
H -4.55 1.07 -2.92
H -4.32 1.94 -1.41
H -4.39 0.18 -1.40
H -2.52 2.29 -4.32
H -0.81 2.26 -3.92
H -1.89 3.31 -3.04
H -2.88 -0.45 -4.25
H -2.29 -1.55 -3.00
H -1.15 -0.67 -4.01
*
```

From most stable to least stable, the computed energies give model P, model Q.

Model P:
Computed, not measured: a cluster of 3 separate species, C7H14I2 in total, with wB97M-V/def2-TZVPD.

Results
**Frontier orbital gap (spin up / spin down)**: 2.06 / 2.01 eV
**E_HOMO (spin up / spin down)**: -5.640 / -5.610 eV

Structure (ORCA input):
```
! RIJCOSX wB97M-V def2-TZVPD def2/J DEFGRID3
* xyz 0 1
C -1.39 1.41 0.66
C -2.80 -0.61 0.15
C 0.43 -2.23 -1.55
C -0.07 -3.34 0.69
C -1.72 0.20 -0.18
C 0.67 -0.94 0.53
C 0.42 -2.12 -0.10
I 0.90 -0.67 2.55
I 3.54 4.59 1.73
H -1.31 1.05 1.70
H -2.33 2.10 0.76
H -0.57 1.92 0.26
H -3.20 -0.40 1.20
H -3.59 -0.44 -0.60
H -2.54 -1.71 -0.01
H 0.57 -3.27 -1.78
H 1.13 -1.71 -2.12
H -0.56 -2.03 -2.10
H -0.73 -3.92 -0.08
H 0.78 -4.04 0.99
H -0.56 -2.91 1.57
H -1.03 0.15 -1.05
H 0.84 -0.12 -0.19
*
```

Model Q:
Computed, not measured: a cluster of 2 separate species, C7H14I2 in total, with wB97M-V/def2-TZVPD.

Results
**Frontier orbital gap (spin up / spin down)**: 7.42 / 8.14 eV
**E_HOMO (spin up / spin down)**: -7.525 / -7.919 eV

Structure (ORCA input):
```
! RIJCOSX wB97M-V def2-TZVPD def2/J DEFGRID3
* xyz 0 1
C -1.44 -2.68 -0.90
C 0.70 2.18 -1.19
C 1.51 2.01 1.19
C -0.62 -0.56 1.55
C -0.30 -1.78 -0.65
C 1.25 1.26 -0.14
C -0.74 -0.57 0.07
I 2.90 0.00 -0.72
I -2.32 0.46 -0.81
H -0.99 -3.63 -1.29
H -2.21 -2.17 -1.54
H -2.05 -3.01 -0.01
H 1.26 2.57 -2.00
H 0.24 3.03 -0.71
H -0.22 1.70 -1.77
H 1.77 1.35 1.95
H 2.17 2.88 1.30
H 0.61 2.47 1.54
H 0.13 -1.16 2.06
H -1.58 -0.95 1.86
H -0.62 0.47 1.95
H 0.10 -1.59 -1.68
H 0.46 -2.28 -0.06
*
```

From most stable to least stable, the computed energies give model Q, model P.

Model P:
Computed, not measured: a cluster of 2 separate species, CH4BrN2 in total, with wB97M-V/def2-TZVPD.

Results
**Frontier orbital gap**: 9.06 eV
**E_HOMO**: -14.388 eV

Structure (ORCA input):
```
! RIJCOSX wB97M-V def2-TZVPD def2/J DEFGRID3
* xyz 1 1
C -0.09 1.09 -1.10
N 0.30 -0.06 -0.70
N -0.37 2.08 -1.70
Br 0.44 -2.04 2.66
H 1.20 -0.52 -0.76
H -0.04 -0.45 0.15
H -0.39 -2.82 3.56
H -1.07 2.72 -2.11
*
```

Model Q:
Computed, not measured: a cluster of 2 separate species, CH4BrN2 in total, with wB97M-V/def2-TZVPD.

Results
**Frontier orbital gap (spin up / spin down)**: 9.27 / 9.27 eV
**E_HOMO (spin up / spin down)**: -15.385 / -15.411 eV

Structure (ORCA input):
```
! RIJCOSX wB97M-V def2-TZVPD def2/J DEFGRID3
* xyz 1 1
C 0.53 -0.33 -0.02
N 1.09 0.81 0.06
N -1.66 -0.34 -0.39
Br 1.21 -1.99 -0.05
H 0.56 1.68 0.03
H 2.11 0.90 0.10
H -1.93 0.47 0.18
H -1.91 -1.20 0.09
*
```

From most stable to least stable, the computed energies give model P, model Q.

Model P:
Computed, not measured: the ion C5H13N4 with charge +1, with wB97M-V/def2-TZVPD.

Results
**Frontier orbital gap**: 8.89 eV
**E_HOMO**: -12.051 eV

Structure (ORCA input):
```
! RIJCOSX wB97M-V def2-TZVPD def2/J DEFGRID3
* xyz 1 1
C -0.50 -1.63 -0.19
C -0.54 0.77 -0.35
C 1.37 -0.07 -0.12
C 2.01 0.44 1.07
C -2.67 -0.48 -0.36
N -1.17 -0.51 -0.31
N 0.80 -1.48 -0.08
N -0.76 1.71 0.73
N 2.21 0.11 -1.19
H -0.98 -2.57 -0.17
H -0.51 1.23 -1.41
H 1.35 0.16 2.00
H 1.90 1.54 1.09
H 2.98 0.02 1.20
H -3.02 -0.87 -1.30
H -3.05 -1.18 0.40
H -3.04 0.48 -0.30
H 1.50 -2.25 0.30
H -0.85 1.25 1.62
H -1.47 2.45 0.55
H 1.75 -0.09 -2.03
H 2.71 0.96 -1.12
*
```

Model Q:
Computed, not measured: the ion C5H13N4 with charge +1, with wB97M-V/def2-TZVPD.

Results
**Frontier orbital gap**: 7.12 eV
**E_HOMO**: -11.080 eV

Structure (ORCA input):
```
! RIJCOSX wB97M-V def2-TZVPD def2/J DEFGRID3
* xyz 1 1
C 0.63 1.34 0.94
C 0.88 1.80 -0.51
C 0.07 1.07 -1.44
C -1.39 1.34 -1.61
C 0.60 -2.49 1.69
N 0.00 0.39 1.44
N -0.58 -0.56 0.75
N 0.59 0.18 -2.23
N -0.69 -1.74 1.52
H 1.03 1.99 1.67
H 0.48 2.80 -0.57
H 1.92 1.83 -0.79
H -1.91 1.35 -0.67
H -1.86 0.58 -2.24
H -1.61 2.33 -1.99
H 1.30 -1.66 2.06
H 0.49 -3.22 2.39
H 0.88 -2.80 0.72
H 1.61 -0.02 -2.42
H 0.02 -0.69 -2.31
H -1.51 -2.40 1.11
H -0.94 -1.39 2.48
*
```

From most stable to least stable, the computed energies give model P, model Q.

Model P:
Computed, not measured: the ion C10H11N2 with charge +1, with wB97M-V/def2-TZVPD.

Results
**Frontier orbital gap (spin up / spin down)**: 6.75 / 6.93 eV
**E_HOMO (spin up / spin down)**: -11.581 / -11.484 eV

Structure (ORCA input):
```
! RIJCOSX wB97M-V def2-TZVPD def2/J DEFGRID3
* xyz 1 1
C -2.86 -1.16 0.08
C -0.50 -1.67 0.03
C -3.86 -0.33 -0.01
C -2.61 1.56 -0.02
C -1.48 -0.73 0.12
C -1.27 0.79 0.04
C -0.11 1.29 -0.06
C 0.93 -1.41 -0.37
C 1.16 1.97 -0.05
C 1.47 -0.38 0.62
N -3.76 1.02 -0.02
N 2.14 0.83 0.07
H -2.96 -2.18 0.35
H -0.72 -2.64 0.49
H -4.76 -0.80 -0.08
H -2.64 2.63 -0.07
H 1.30 -2.36 -0.12
H 1.01 -1.02 -1.42
H 1.44 2.53 -1.00
H 1.14 2.64 0.78
H 1.35 -0.84 1.59
H 2.59 0.48 -0.79
H 2.90 1.10 0.75
*
```

Model Q:
Computed, not measured: a cluster of 2 separate species, C10H11N2 in total, with wB97M-V/def2-TZVPD.

Results
**Frontier orbital gap (spin up / spin down)**: 7.23 / 8.43 eV
**E_HOMO (spin up / spin down)**: -11.057 / -13.027 eV

Structure (ORCA input):
```
! RIJCOSX wB97M-V def2-TZVPD def2/J DEFGRID3
* xyz 1 1
C 2.06 -1.25 -1.64
C 3.01 -0.80 -0.78
C 0.71 -1.00 -1.33
C 2.67 -0.02 0.30
C 0.31 -0.29 -0.21
C 1.31 0.21 0.60
C -0.35 1.35 1.95
C -3.43 -0.44 0.05
C -2.27 -0.55 -0.52
C -1.08 0.12 -0.04
N 0.91 1.05 1.74
N -1.30 0.96 1.11
H 2.33 -1.71 -2.57
H 4.10 -0.92 -0.91
H 0.02 -1.64 -1.91
H 3.44 0.55 0.66
H -0.67 1.78 2.92
H -4.38 -0.92 -0.30
H -3.46 0.33 0.78
H -2.08 -1.12 -1.43
H -1.24 1.79 -2.01
H 1.74 1.29 2.31
H -2.34 1.22 1.25
*
```

From most stable to least stable, the computed energies give model Q, model P.